C5H7NO | ωB97M-V/def2-TZVPD

total charge: 0
highest occupied orbital energy (alpha / beta): -8.837 / -8.836 eV
molecular weight: 97.12 g mol⁻¹
max |F|: 0.021 Eh/bohr
frontier orbital gap (alpha / beta): 8.22 / 8.22 eV
energy relative to the best compared isomer or geometry (same formula, charge and spin): 589.0 kJ/mol

The geometry in XYZ format:
```
14
Properties=species:S:1:pos:R:3:forces:R:3
O 1.37221 0.67755 -1.59140 -0.03 0.30 0.73
C 1.37777 1.35424 -0.50267 -0.05 -0.23 0.05
N 1.75317 0.89602 0.67329 -0.26 -0.24 -0.65
C -0.18447 -0.04450 1.53203 -0.09 -0.03 -0.22
C -1.07333 -1.09661 0.99133 -0.09 -0.05 0.23
C -0.55043 -0.92790 -0.37012 0.69 0.58 -0.56
C -0.03031 -0.61589 -1.45905 -0.62 -0.45 0.67
H 0.92839 2.36381 -0.50744 0.12 -0.26 -0.06
H 2.14472 -0.04017 0.51049 -0.03 0.21 0.02
H -0.55555 0.97298 1.58334 0.11 -0.23 -0.03
H 0.60696 -0.30548 2.22489 -0.16 0.07 -0.25
H -0.88432 -2.09902 1.39265 -0.01 0.25 -0.13
H -2.14753 -0.87656 1.05856 0.30 -0.03 -0.07
H -0.02021 -0.77577 -2.52217 0.10 0.12 0.27
```
Forces are in eV/Å.

C5H7NO | ωB97M-V/def2-TZVPD

total charge: 0
highest occupied orbital energy: -8.393 eV
molecular weight: 97.12 g mol⁻¹
max |F|: 0.056 Eh/bohr
frontier orbital gap: 9.07 eV
SMILES: O=C1C=CNCC1
energy relative to the best compared isomer or geometry (same formula, charge and spin): 83.5 kJ/mol

The geometry in XYZ format:
```
14
Properties=species:S:1:pos:R:3:forces:R:3
O -2.45605 -0.43789 0.89746 -0.80 -0.30 -0.21
C -1.32509 -0.15897 0.57170 0.62 0.01 2.28
C -0.25993 -0.00639 1.58228 1.44 -0.60 -1.41
C 1.03172 0.11815 1.08083 -1.63 0.20 1.19
N 1.43427 0.15944 -0.20912 -1.75 0.48 -0.72
C 0.44352 -0.13233 -1.27534 0.08 -2.81 0.63
C -0.98699 0.22926 -0.81186 0.32 -0.74 -1.22
H -0.48650 -0.18055 2.64979 0.30 0.43 -0.84
H 1.84154 0.30362 1.74783 0.53 -0.24 0.65
H 2.39048 -0.05885 -0.37347 0.43 0.00 -0.26
H 0.49476 -1.27558 -1.44715 -0.22 1.50 0.10
H 0.72650 0.31359 -2.22183 -0.02 0.37 0.06
H -1.01680 1.28963 -0.76038 -0.36 1.26 -0.29
H -1.83142 -0.16312 -1.43074 1.05 0.42 0.04
```
Forces are in eV/Å.

C5H7NO | ωB97M-V/def2-TZVPD

total charge: 0
highest occupied orbital energy: -7.651 eV
molecular weight: 97.12 g mol⁻¹
max |F|: 0.011 Eh/bohr
frontier orbital gap: 8.44 eV
SMILES: Cn1cccc1O
energy relative to the best compared isomer or geometry (same formula, charge and spin): 77.5 kJ/mol

The geometry in XYZ format:
```
14
Properties=species:S:1:pos:R:3:forces:R:3
C 1.60227 -0.08988 -1.04736 0.00 0.05 -0.12
N 0.27320 0.13229 -0.47679 -0.12 -0.15 0.28
C -0.73913 1.08418 -0.67812 0.01 -0.15 -0.07
C -1.66708 0.93293 0.31774 0.02 0.00 -0.08
C -1.24515 -0.12945 1.16529 0.01 -0.06 0.07
C -0.06707 -0.57469 0.63676 -0.13 0.14 -0.05
O 0.78204 -1.55398 1.04371 -0.09 -0.10 0.18
H 1.75150 -1.16514 -1.19172 -0.11 0.23 -0.07
H 2.38592 0.24182 -0.35309 -0.24 0.07 -0.14
H 1.74163 0.41516 -2.00321 -0.28 0.05 0.13
H -0.85191 1.68785 -1.56912 0.54 -0.06 0.15
H -2.57776 1.50766 0.43729 0.18 -0.11 -0.17
H -1.74423 -0.54075 2.03111 0.03 0.12 -0.06
H 0.34316 -2.00225 1.77610 0.20 -0.04 -0.04
```
Forces are in eV/Å.

C5H7NO | ωB97M-V/def2-TZVPD

total charge: 0
highest occupied orbital energy: -10.038 eV
molecular weight: 97.12 g mol⁻¹
max |F|: 0.009 Eh/bohr
frontier orbital gap: 9.93 eV
SMILES: C=NC=O.C=C=C
energy relative to the best compared isomer or geometry (same formula, charge and spin): 304.0 kJ/mol

The geometry in XYZ format:
```
14
Properties=species:S:1:pos:R:3:forces:R:3
C -1.51183 -0.77199 1.09528 -0.07 0.16 0.01
N -1.73694 0.30764 0.46075 0.03 -0.30 0.18
C -1.51783 0.20098 -0.95108 0.12 -0.31 -0.35
O -1.16374 -0.79324 -1.53222 -0.14 0.41 0.15
H -1.21857 -1.70006 0.59660 -0.01 0.12 0.03
H -1.61428 -0.77344 2.17836 -0.04 0.01 -0.07
H -1.70310 1.15172 -1.47428 0.01 -0.10 0.05
C 1.74476 -0.93151 0.45873 0.00 0.15 -0.02
C 1.48614 0.34844 0.45606 0.01 -0.01 -0.01
C 1.17985 1.61656 0.43704 0.06 -0.18 0.00
H 2.22153 -1.40958 1.31021 -0.06 0.09 -0.10
H 1.49616 -1.54649 -0.40372 0.02 0.11 0.10
H 0.20898 1.94963 0.79618 0.10 -0.05 -0.01
H 1.87449 2.36069 0.06080 -0.04 -0.10 0.04
```
Forces are in eV/Å.

C5H7NO | ωB97M-V/def2-TZVPD

total charge: 0
highest occupied orbital energy (alpha / beta): -10.615 / -9.019 eV
molecular weight: 97.12 g mol⁻¹
max |F|: 0.041 Eh/bohr
frontier orbital gap (alpha / beta): 9.23 / 7.24 eV
energy relative to the best compared isomer or geometry (same formula, charge and spin): 465.4 kJ/mol

The geometry in XYZ format:
```
14
Properties=species:S:1:pos:R:3:forces:R:3
C -1.94774 0.19507 0.01958 0.06 0.01 -0.03
C -0.63119 -0.37449 0.55219 0.16 -0.03 0.11
C 0.63419 0.21394 -0.00045 -0.20 0.47 -0.31
C 2.00641 -0.18501 0.40003 -0.40 -0.67 0.73
O 2.46687 -0.07337 -0.87309 1.51 -0.55 -0.22
C 0.70735 0.78097 -1.31603 -1.95 0.19 -0.78
N 0.37324 1.03977 -2.40793 0.38 0.20 0.93
H -2.08978 1.23747 0.32186 0.11 -0.14 -0.08
H -2.78848 -0.38034 0.42133 0.18 0.07 -0.07
H -1.98764 0.14741 -1.07143 0.01 0.01 0.12
H -0.57233 -0.25572 1.64803 0.03 0.00 -0.25
H -0.58887 -1.46105 0.39891 -0.03 0.04 -0.10
H 2.48409 0.36984 1.22156 0.04 0.20 -0.33
H 1.93388 -1.25450 0.68544 0.10 0.20 0.27
```
Forces are in eV/Å.

C5H7NO | ωB97M-V/def2-TZVPD

total charge: 0
highest occupied orbital energy: -10.187 eV
molecular weight: 97.12 g mol⁻¹
max |F|: 0.022 Eh/bohr
frontier orbital gap: 10.78 eV
SMILES: C[C@H](C#N)CC=O
energy relative to the best compared isomer or geometry (same formula, charge and spin): 104.9 kJ/mol

The geometry in XYZ format:
```
14
Properties=species:S:1:pos:R:3:forces:R:3
C -0.43152 1.62206 0.71421 0.04 0.05 0.07
C -0.20606 0.12303 0.46726 -0.06 -0.04 0.11
C 0.74849 -0.53265 1.38169 0.45 -0.10 1.04
N 1.56437 -1.04039 2.02578 -0.83 0.58 -0.54
C 0.34389 -0.21841 -0.92562 0.14 0.02 -0.06
C -0.15234 -1.61109 -1.27253 0.20 -0.23 -0.08
O -0.04088 -2.55252 -0.52534 -0.13 0.50 -0.42
H -0.85613 1.79536 1.70649 0.13 -0.07 -0.08
H -1.15166 2.01687 -0.01430 0.18 -0.21 0.09
H 0.48598 2.21115 0.62660 -0.04 -0.19 0.02
H -1.16941 -0.38894 0.55588 0.07 0.08 0.28
H 0.09285 0.55045 -1.66303 -0.18 -0.31 0.01
H 1.43132 -0.25406 -0.83015 0.03 0.02 -0.34
H -0.65888 -1.72086 -2.24696 0.00 -0.09 -0.10
```
Forces are in eV/Å.

Among the records above, which one has the lowest max |F|? number 4

Among the records above, which one has the highest energy relative to the best compared isomer or geometry (same formula, charge and spin)? number 1

Look up the energy relative to the best compared isomer or geometry (same formula, charge and spin) of the first one. 589.0 kJ/mol

Which formula does entry 6 have? C5H7NO